1.
{"formula": "C4H2ClO2", "method": "the ωB97M-V functional and the def2-TZVPD basis", "elements": ["O", "C", "C", "C", "O", "C", "Cl", "H", "H"], "xyz": [[-0.10, 2.27, -0.17], [-0.02, 1.08, -0.05], [1.07, 0.09, -0.52], [0.30, -1.02, -0.16], [0.43, -2.22, -0.13], [-0.73, -0.06, 0.52], [-2.41, -0.29, 0.08], [2.09, 0.17, -1.10], [-0.63, -0.01, 1.52]], "homo_ev": -3.697, "total_energy_ha": -764.30724, "charge": -1, "gap_ev": 7.472, "smiles": "O=C1C=C([O-])[C@@H]1Cl"}


2.
{"formula": "C4H2CoO5", "method": "the ωB97M-V functional and the def2-TZVPD basis", "elements": ["C", "O", "O", "O", "C", "O", "Co", "H", "O", "C", "C", "H"], "xyz": [[3.10, -0.87, 0.11], [3.70, -1.83, 0.26], [2.48, 0.11, -0.05], [0.45, 1.88, 0.07], [-0.49, 1.20, 0.40], [-0.63, -0.03, -0.06], [1.94, 1.86, -1.09], [-1.32, 1.58, 1.03], [-3.36, -0.57, -1.41], [-2.46, -0.74, -0.70], [-1.81, -0.81, 0.48], [-1.61, -1.77, 0.96]], "homo_ev": [-11.579, -14.084], "total_energy_ha": -1912.18913, "charge": 1, "gap_ev": [7.352, 8.535], "multiplicity": 5}


3.
{"formula": "C4H2CsO6", "method": "the ωB97M-V functional and the def2-TZVPD basis", "elements": ["O", "C", "O", "O", "Cs", "H", "O", "O", "O", "C", "C", "C", "H"], "xyz": [[-2.13, -0.86, -1.75], [-1.63, -0.13, -0.90], [-2.16, 0.78, -0.27], [-0.26, -0.52, -0.52], [-6.61, -1.18, -1.13], [-0.31, 0.76, 1.07], [1.35, 1.19, -0.13], [2.58, -0.46, 0.72], [3.59, 1.27, -0.50], [0.38, 0.21, 0.41], [1.41, -0.58, 1.15], [2.59, 0.82, -0.11], [1.19, -1.30, 1.95]], "homo_ev": -11.646, "total_energy_ha": -624.92991, "charge": 1, "gap_ev": 6.218}


4.
{"formula": "C4H2F2", "method": "the ωB97M-V functional and the def2-TZVPD basis", "elements": ["C", "C", "C", "C", "F", "F", "H", "H"], "xyz": [[-0.95, -1.18, 1.73], [-0.46, -0.61, 0.70], [-0.60, 0.44, -0.48], [0.50, -0.41, -0.33], [1.95, 1.22, 0.95], [1.22, -1.13, -1.09], [-1.28, 0.19, -1.22], [-0.39, 1.48, -0.26]], "homo_ev": [-9.752, -9.518], "total_energy_ha": -352.92574, "gap_ev": [7.214, 5.347], "multiplicity": 3}


5.
{"formula": "C4H2F2O", "method": "the ωB97M-V functional and the def2-TZVPD basis", "elements": ["C", "C", "C", "C", "O", "F", "F", "H", "H"], "xyz": [[1.32, -0.17, -1.31], [0.35, -0.56, -0.36], [1.34, 0.53, 0.08], [-0.61, -1.33, 0.12], [-1.48, -1.99, 0.47], [2.24, 0.08, 1.03], [-2.08, 0.51, -0.04], [0.86, 1.54, 0.41], [-1.94, 1.41, -0.40]], "homo_ev": -9.164, "total_energy_ha": -428.39503, "gap_ev": 8.289}


6.
{"formula": "C4H2F2O", "method": "the ωB97M-V functional and the def2-TZVPD basis", "elements": ["C", "C", "C", "C", "O", "F", "F", "H", "H"], "xyz": [[-1.62, -2.64, -0.14], [-1.30, -1.48, 0.20], [-0.81, -0.28, 0.09], [0.59, 0.31, 0.17], [0.58, 1.41, -0.58], [1.71, -0.38, -0.18], [0.78, 0.65, 1.45], [-1.50, 0.60, -0.38], [1.58, 1.80, -0.62]], "homo_ev": -10.638, "total_energy_ha": -428.39513, "gap_ev": 8.543}


7.
{"formula": "C4H2F2O", "method": "the ωB97M-V functional and the def2-TZVPD basis", "elements": ["C", "C", "C", "C", "O", "F", "F", "H", "H"], "xyz": [[-0.37, -2.64, -0.28], [-0.77, -1.51, 0.09], [-1.06, -0.15, 0.60], [-0.33, -0.03, -0.65], [0.99, 0.13, -0.54], [-2.87, 0.45, 0.21], [-0.88, 0.24, -1.77], [-1.14, 0.22, 1.61], [1.48, -0.27, -1.32]], "homo_ev": -11.067, "total_energy_ha": -428.30933, "gap_ev": 9.396}


8.
{"formula": "C4H2F2O", "method": "the ωB97M-V functional and the def2-TZVPD basis", "elements": ["C", "C", "C", "C", "O", "F", "F", "H", "H"], "xyz": [[-1.88, -0.24, 0.82], [-0.71, -0.22, 0.55], [2.00, -0.98, 0.07], [2.56, 0.36, -0.29], [2.39, -2.08, 0.15], [3.88, 0.46, 0.01], [1.94, 1.35, 0.37], [-2.91, -0.15, 1.03], [2.42, 0.52, -1.38]], "homo_ev": [-8.443, -10.864], "total_energy_ha": -428.30175, "gap_ev": [8.617, 7.559], "multiplicity": 3}


9.
{"formula": "C4H2FLiNaO4", "method": "the ωB97M-V functional and the def2-TZVPD basis", "elements": ["O", "C", "O", "O", "C", "C", "O", "C", "Na", "H", "H", "F", "Li"], "xyz": [[2.29, 0.92, -1.28], [1.44, 0.07, -1.32], [1.40, -1.05, -0.80], [0.10, 0.57, 1.93], [0.24, 1.57, 1.25], [-0.37, -1.00, 0.52], [-0.36, 0.81, -0.53], [-1.41, -0.27, -0.38], [2.94, 2.52, 0.64], [-0.76, -1.37, 1.48], [-0.22, -2.05, 0.26], [-2.41, -1.28, -0.03], [-2.88, 0.57, -1.73]], "homo_ev": [-10.742, -11.563], "total_energy_ha": -723.67102, "charge": 1, "gap_ev": [6.310, 7.210]}


10.
{"formula": "C4H2FN3", "method": "the ωB97M-V functional and the def2-TZVPD basis", "elements": ["N", "C", "C", "C", "C", "N", "N", "F", "H", "H"], "xyz": [[-2.56, 0.98, 0.13], [-1.55, 0.54, -0.25], [-0.34, -0.04, -0.81], [0.55, -0.12, 0.43], [1.36, 1.03, 0.58], [2.10, 1.89, 0.52], [0.78, -1.25, 1.24], [0.02, -2.26, 0.76], [0.28, 0.34, -1.66], [-0.65, -1.11, -0.92]], "homo_ev": [-11.485, -11.485], "total_energy_ha": -417.60927, "gap_ev": [10.053, 10.053], "smiles": "N#CC/C(C#N)=N\\F"}


11.
{"formula": "C4H2FNOS", "method": "the ωB97M-V functional and the def2-TZVPD basis", "elements": ["F", "C", "C", "O", "C", "N", "C", "S", "H", "H"], "xyz": [[-0.82, -0.96, 2.06], [-0.41, -0.39, 0.89], [-1.16, 0.50, 0.27], [-0.69, 1.15, -0.84], [0.42, 0.61, -1.34], [1.26, -0.23, -0.86], [0.93, -0.78, 0.39], [2.00, -1.76, 1.16], [-2.20, 0.79, 0.58], [0.68, 1.08, -2.32]], "homo_ev": -8.852, "total_energy_ha": -781.61896, "gap_ev": 8.069, "smiles": "Fc1cocnc1=S"}


12.
{"formula": "C4H2IN2", "method": "the ωB97M-V functional and the def2-TZVPD basis", "elements": ["I", "C", "C", "N", "C", "N", "C", "H", "H"], "xyz": [[-0.24, -2.82, -0.45], [-0.11, -0.76, -0.02], [-0.34, -0.11, 1.20], [-0.32, 1.28, 1.30], [-0.12, 1.69, 0.18], [0.35, 1.46, -0.94], [0.40, 0.15, -1.23], [-0.48, -0.75, 2.02], [0.85, -0.14, -2.06]], "homo_ev": -14.205, "total_energy_ha": -560.41268, "charge": 1, "gap_ev": 7.384, "smiles": "IC1=CN=C=[N+]=C1"}


13.
{"formula": "C4H2INS", "method": "the ωB97M-V functional and the def2-TZVPD basis", "elements": ["C", "C", "C", "C", "N", "S", "I", "H", "H"], "xyz": [[0.90, -0.01, -0.80], [-0.15, -0.13, -0.20], [-3.05, 0.25, -1.10], [-1.23, -0.67, 0.61], [-3.27, 0.22, -2.24], [-2.67, 0.48, 0.57], [-1.64, -2.74, 0.17], [1.81, 0.46, -1.07], [-0.65, -0.83, 1.86]], "homo_ev": -9.894, "total_energy_ha": -904.11470, "gap_ev": 9.349}


14.
{"formula": "C4H2IO2", "method": "the ωB97M-V functional and the def2-TZVPD basis", "elements": ["C", "C", "C", "C", "O", "O", "I", "H", "H"], "xyz": [[0.39, 0.33, -0.96], [-0.12, 0.46, 0.12], [0.40, 0.90, 2.71], [-0.62, 0.56, 1.46], [-0.21, 1.23, 3.73], [1.59, 0.77, 2.49], [-2.53, 1.46, 1.81], [0.93, -0.06, -1.83], [-0.58, -1.48, 1.34]], "homo_ev": [-4.711, -4.561], "total_energy_ha": -601.66552, "charge": -1, "gap_ev": [7.399, 7.388]}


15.
{"formula": "C4H2IOS", "method": "the ωB97M-V functional and the def2-TZVPD basis", "elements": ["C", "C", "C", "C", "O", "S", "I", "H", "H"], "xyz": [[-1.41, 0.25, 0.05], [0.70, -1.03, -0.04], [-1.14, 1.52, -0.02], [1.59, -0.06, 0.04], [-0.69, -0.91, -0.02], [-1.11, 3.11, -0.01], [3.66, -0.73, 0.00], [-2.46, -0.03, 0.11], [0.86, -2.11, -0.11]], "homo_ev": -3.320, "total_energy_ha": -924.64206, "charge": -1, "gap_ev": 6.249}


16.
{"formula": "C4H2N2", "method": "the ωB97M-V functional and the def2-TZVPD basis", "elements": ["C", "C", "C", "C", "N", "N", "H", "H"], "xyz": [[1.57, -0.82, 0.02], [-0.90, 1.19, 0.03], [0.40, 1.31, 0.18], [-0.83, -1.09, 0.03], [0.43, -1.21, 0.07], [-1.56, -0.08, 0.12], [2.48, -1.21, -0.21], [-1.57, 1.90, -0.25]], "homo_ev": [-8.548, -8.551], "total_energy_ha": -262.80398, "gap_ev": [7.604, 7.608]}


17.
{"formula": "C4H2N2", "method": "the ωB97M-V functional and the def2-TZVPD basis", "elements": ["C", "C", "C", "C", "N", "N", "H", "H"], "xyz": [[-2.23, -1.73, -0.11], [-3.43, 1.27, 0.83], [-0.38, 0.08, -0.21], [-1.28, -0.81, -0.01], [-3.06, -2.54, -0.11], [-3.79, 1.47, -0.26], [0.21, 0.53, 0.60], [-0.19, 0.50, -1.13]], "homo_ev": [-10.917, -9.282], "total_energy_ha": -262.87334, "gap_ev": [9.434, 4.821]}


18.
{"formula": "C4H2N2O", "method": "the ωB97M-V functional and the def2-TZVPD basis", "elements": ["N", "C", "C", "C", "O", "C", "N", "H", "H"], "xyz": [[2.92, -0.01, -0.18], [1.75, -0.12, 0.09], [0.35, -0.02, 0.21], [-0.41, 1.06, 0.11], [-1.72, 0.66, -0.11], [-1.70, -0.65, -0.05], [-0.52, -1.11, 0.04], [-0.30, 2.19, -0.06], [-2.70, -1.17, -0.22]], "homo_ev": -10.408, "total_energy_ha": -338.32580, "gap_ev": 10.928, "smiles": "N#Cc1cocn1"}


19.
{"formula": "C4H2N2O", "method": "the ωB97M-V functional and the def2-TZVPD basis", "elements": ["N", "C", "O", "C", "C", "C", "N", "H", "H"], "xyz": [[0.63, -0.39, 1.02], [0.37, 0.85, 1.37], [0.47, 1.64, 2.27], [-0.16, 1.02, 0.07], [-0.65, 0.95, -1.06], [-0.72, -0.12, -1.74], [-0.72, -1.21, -2.21], [-0.22, -1.72, -1.44], [1.00, -1.02, 1.72]], "homo_ev": -9.710, "total_energy_ha": -338.16899, "gap_ev": 8.726}


20.
{"formula": "C4H2N2S", "method": "the ωB97M-V functional and the def2-TZVPD basis", "elements": ["N", "C", "C", "C", "S", "C", "N", "H", "H"], "xyz": [[0.41, 2.43, -0.23], [-0.17, 1.44, -0.23], [-1.06, 0.37, -0.08], [-0.76, -0.93, 0.00], [0.73, -1.82, -0.30], [1.86, -0.71, 0.21], [2.78, -0.06, 0.45], [-2.16, 0.78, 0.07], [-1.64, -1.51, 0.11]], "homo_ev": -9.946, "total_energy_ha": -661.25067, "gap_ev": 9.528, "smiles": "N#C/C=C\\SC#N"}